Here is a structure of composition C28H52F3InNO12 at a distorted geometry from the Open Molecules 2025 dataset. Energies are from ωB97M-V with the def2-TZVPD basis set.

The total charge is -1. The calculation puts the calculated total energy at -69266.091 eV. The HOMO energy comes out at -0.165 hartree. The value obtained for the orbital gap is 6.37 eV. As for the LUMO energy: 1.89 eV.

Structure (XYZ):
```
97
C28H52F3InNO12, DFT ωB97M-V with the def2-TZVPD basis set
C -4.5420 -2.1825 -1.2601
C -4.3095 -1.8988 -2.7527
C -3.9354 -3.1607 -3.5398
C -3.6201 -2.8608 -5.0175
C -2.2728 -3.4372 -5.4714
C -1.0838 -2.6287 -4.8957
C -0.3964 -3.2850 -3.6751
In 0.2461 -1.8701 -2.0904
O 2.3125 -1.5631 -2.3870
C -0.0574 -2.8836 -0.1278
C -0.1597 -1.9118 1.0734
C 0.9469 -2.0698 2.1402
C 0.4181 -2.4869 3.5238
C 1.2895 -1.9561 4.6623
C 1.2748 -0.4165 4.8063
C -0.0532 0.2362 4.4177
C -0.0114 1.7466 4.6658
O -0.6991 2.5292 3.7055
C -2.0318 2.1203 3.4708
C -0.8348 0.0755 -2.1888
C -0.1564 1.3027 -1.5729
O 1.2553 1.1301 -1.3226
C -0.8488 1.7814 -0.3054
N -2.1733 2.3494 -0.6202
H -5.6102 -2.2374 -1.0359
H -4.1199 -3.1513 -0.9837
H -4.1033 -1.4185 -0.6174
H -3.5059 -1.1702 -2.8818
H -5.2217 -1.4842 -3.1923
H -4.7842 -3.8501 -3.4596
H -3.0922 -3.6351 -3.0352
H -4.4174 -3.2597 -5.6515
H -3.5740 -1.7765 -5.1467
H -2.2502 -3.4164 -6.5665
H -2.1716 -4.4836 -5.1672
H -0.3348 -2.5310 -5.6856
H -1.4473 -1.6242 -4.6672
H -1.0161 -4.0737 -3.2385
H 0.5131 -3.7891 -4.0228
H 2.6440 -2.3699 -2.7751
H 0.7308 -3.6246 0.0304
H -0.9988 -3.4324 -0.2358
H -1.1313 -2.0602 1.5570
H -0.1305 -0.8823 0.7051
H 1.5229 -1.1439 2.2297
H 1.6411 -2.8449 1.8082
H -0.6141 -2.1597 3.6591
H 0.4139 -3.5795 3.5777
H 1.0244 -2.4216 5.6155
H 2.3228 -2.2559 4.4553
H 1.4682 -0.1772 5.8540
H 2.0479 0.0064 4.1596
H -0.8569 -0.2020 5.0169
H -0.2733 0.0462 3.3652
H -0.3698 1.9865 5.6763
H 1.0287 2.0774 4.6072
H -2.0926 1.4608 2.6002
H -2.6250 3.0147 3.2740
H -2.4622 1.6180 4.3426
H -0.9750 0.2517 -3.2567
H -1.8359 -0.0732 -1.7685
H -0.2090 2.1360 -2.2652
H 1.3525 0.6523 -0.5008
H -0.9152 0.9690 0.4315
H -0.2509 2.5867 0.1301
H -2.8310 1.5906 -0.7696
H -2.5166 2.8220 0.2100
C -0.0224 3.6028 -4.2046
C -1.3982 4.1882 -4.4540
O -1.9484 3.2869 -5.4167
C -1.3135 2.0827 -5.2375
O -1.6319 1.0090 -5.6179
O -0.2345 2.2391 -4.4693
F -1.3617 5.4469 -4.9647
H 0.7139 3.9831 -4.9167
H 0.3521 3.7270 -3.1964
H -2.0483 4.1839 -3.5771
C 3.7419 1.1528 -3.1283
C 4.0240 1.2778 -1.6487
O 3.7648 2.6584 -1.4007
C 2.8553 3.0606 -2.3182
O 2.1765 4.0386 -2.2517
O 2.7558 2.1663 -3.3173
F 5.3235 1.0092 -1.3430
H 4.6343 1.3995 -3.7096
H 3.3525 0.1797 -3.4221
H 3.3739 0.6775 -1.0157
C 4.5750 2.6070 8.2089
C 4.8888 1.4579 7.2703
O 3.9412 0.4879 7.6610
C 2.8606 1.1385 8.1799
O 1.8013 0.6467 8.3619
O 3.1772 2.4323 8.4365
F 6.1390 0.9699 7.4580
H 5.1178 2.4906 9.1488
H 4.7720 3.5876 7.7860
H 4.7541 1.6818 6.2105
```